The following is a DFT calculation (the ωB97M-V functional and the def2-TZVPD basis) of a structure of composition C60H42I4N4O3SSeTl in a non-equilibrium geometry.

Values from the calculation:
Lowest unoccupied orbital energy = 0.70 eV
2S+1 = 1
Charge = -1
E_tot = -6919.3369 a.u.
Kohn-Sham gap = 5.12 eV

Each line ends with the Löwdin charge.
Cartesian coordinates (Å):
Tl1 -0.040 -0.081 0.718  0.617
I1 3.760 -9.020 1.960  0.795
C1 2.899 -7.118 1.588  -0.713
C2 1.926 -6.637 2.444  -0.145
C3 1.376 -5.391 2.204  -0.021
C4 1.781 -4.618 1.117  -0.183
C5 2.750 -5.137 0.261  -0.017
C6 3.315 -6.380 0.496  -0.147
C7 1.230 -3.254 0.957  -0.052
C8 1.492 -2.379 2.028  -0.199
C9 2.350 -2.662 3.152  0.022
C10 2.390 -1.546 3.920  0.021
C11 1.552 -0.562 3.283  -0.205
C12 1.303 0.735 3.756  -0.042
C13 1.934 1.131 5.033  -0.196
C14 1.647 0.447 6.210  -0.024
C15 2.195 0.852 7.414  -0.148
C16 3.042 1.943 7.435  -0.713
I2 3.878 2.576 9.277  0.797
C17 3.360 2.626 6.276  -0.147
C18 2.796 2.226 5.079  -0.020
C19 0.485 1.712 3.163  -0.214
N1 -0.116 1.612 1.955  -0.007
C20 -0.879 2.714 1.760  -0.202
C21 -1.640 2.983 0.614  -0.043
C22 -2.280 4.316 0.538  -0.202
C23 -1.811 5.246 -0.387  -0.018
C24 -2.367 6.510 -0.465  -0.147
C25 -3.419 6.832 0.373  -0.714
I3 -4.292 8.758 0.237  0.798
C26 -3.910 5.925 1.294  -0.148
C27 -3.331 4.670 1.377  -0.025
C28 -1.804 2.151 -0.500  -0.200
C29 -2.609 2.446 -1.654  0.020
C30 -2.449 1.416 -2.524  0.014
C31 -1.562 0.469 -1.903  -0.227
N2 -1.218 0.937 -0.679  0.035
C32 -1.157 -0.757 -2.463  -0.066
C33 -0.513 -1.810 -1.796  -0.221
C34 -0.317 -3.144 -2.298  0.023
C35 0.293 -3.854 -1.316  0.018
C36 0.523 -2.955 -0.217  -0.254
N3 0.012 -1.739 -0.545  0.020
C37 -1.354 -0.847 -3.929  -0.193
C38 -2.244 -1.702 -4.569  -0.028
C39 -2.399 -1.648 -5.945  -0.152
C40 -1.645 -0.751 -6.679  -0.715
I4 -1.925 -0.619 -8.774  0.801
C41 -0.718 0.077 -6.072  -0.141
C42 -0.588 0.030 -4.698  -0.009
C43 -0.750 3.575 2.906  0.022
C44 0.091 2.958 3.773  0.020
N4 1.053 -1.101 2.140  0.014
H1 1.608 -7.212 3.302  0.093
H2 0.620 -5.003 2.870  0.133
H3 3.096 -4.553 -0.577  0.111
H4 4.088 -6.755 -0.159  0.092
H5 2.875 -3.583 3.317  0.111
H6 2.962 -1.394 4.818  0.110
H7 0.973 -0.396 6.180  0.129
H8 1.951 0.327 8.325  0.091
H9 4.032 3.470 6.304  0.092
H10 3.034 2.748 4.164  0.132
H11 -0.991 4.974 -1.034  0.130
H12 -1.978 7.233 -1.167  0.092
H13 -4.732 6.191 1.942  0.092
H14 -3.701 3.959 2.100  0.129
H15 -3.212 3.326 -1.782  0.111
H16 -2.914 1.291 -3.483  0.115
H17 -0.621 -3.494 -3.266  0.105
H18 0.549 -4.895 -1.333  0.113
H19 -2.841 -2.395 -3.992  0.120
H20 -3.112 -2.293 -6.439  0.091
H21 -0.112 0.756 -6.654  0.095
H22 0.118 0.682 -4.204  0.134
H23 -1.239 4.523 3.025  0.107
H24 0.387 3.296 4.749  0.111
C45 -7.364 -0.251 -1.480  -0.058
C46 -6.167 -0.626 -0.657  -0.283
C47 -6.208 -0.548 0.729  -0.042
C48 -5.116 -0.926 1.491  -0.050
C49 -3.980 -1.390 0.865  -0.248
C50 -3.910 -1.453 -0.511  -0.046
C51 -5.000 -1.067 -1.270  -0.035
S1 -2.549 -1.828 1.856  0.506
O1 -1.832 -2.881 1.167  -0.295
O2 -3.032 -2.177 3.174  -0.312
O3 -1.801 -0.536 1.854  -0.376
H25 -8.263 -0.235 -0.868  0.070
H26 -7.504 -0.957 -2.296  0.075
H27 -7.224 0.740 -1.911  0.080
H28 -7.108 -0.201 1.214  0.105
H29 -5.133 -0.896 2.569  0.112
H30 -3.006 -1.828 -0.961  0.098
H31 -4.952 -1.121 -2.348  0.107
C52 5.872 0.433 -5.066  -0.067
C53 4.959 0.599 -3.884  -0.292
C54 4.596 1.847 -3.404  -0.034
C55 3.788 1.997 -2.287  -0.322
C56 3.468 3.371 -1.790  -0.117
C57 3.312 0.860 -1.620  -0.488
Se1 2.251 1.134 -0.001  0.735
C58 3.674 -0.406 -2.085  -0.293
C59 3.241 -1.665 -1.403  -0.067
C60 4.479 -0.512 -3.210  -0.034
H32 6.211 1.397 -5.440  0.066
H33 5.369 -0.095 -5.876  0.073
H34 6.748 -0.151 -4.787  0.073
H35 4.967 2.736 -3.898  0.104
H36 3.858 4.132 -2.462  0.066
H37 3.896 3.505 -0.797  0.064
H38 2.390 3.485 -1.685  0.049
H39 3.054 -1.477 -0.349  0.039
H40 4.009 -2.434 -1.498  0.076
H41 2.322 -2.043 -1.852  0.075
H42 4.752 -1.499 -3.561  0.113

The following is a DFT calculation (the ωB97M-V functional and the def2-TZVPD basis) of an isolated molecule of C3H5NO in a non-equilibrium geometry.

Values from the calculation:
Lowest unoccupied orbital energy (spin up / spin down) = -1.06 / -2.07 eV
2S+1 = 1
Charge = 0
E_tot = -247.1566 a.u.
Kohn-Sham gap (spin up / spin down) = 8.87 / 7.00 eV

Each line ends with the Löwdin charge.
Cartesian coordinates (Å):
O1 -2.646 0.371 0.298  0.058
C1 -1.459 0.274 0.064  -0.460
N1 -0.819 -0.799 -0.449  0.090
C2 0.591 -0.503 -0.663  -0.322
C3 0.961 0.138 0.590  0.087
H1 -0.768 1.177 0.300  0.132
H2 1.102 -1.471 -0.774  0.128
H3 0.809 0.095 -1.557  0.126
H4 1.404 1.133 0.675  0.077
H5 0.824 -0.415 1.516  0.085